# 1
C18H23N3O4S in the gas phase. Source: the OMol25 dataset; level of theory: the ωB97M-V functional and the def2-TZVPD basis.

Computed properties:
relative energy (zero: lowest compared OMol25 entry of this formula, charge and spin) = 274.07 kJ/mol
structure (SMILES) = CCC(CC)C(=O)Nc1c2c(nn1-c1ccc(OC)cc1)CS(=O)(=O)C2
orbital gap = 0.32975 Ha

Last columns: bonded neighbours and bond lengths (Å).
Cartesian coordinates (Å):
1 C 2.452 3.329 -2.594  C2 1.525, H27 1.087, H28 1.087, H29 1.087
2 C 1.418 2.275 -2.213  C1 1.525, C3 1.537, H30 1.093, H31 1.093
3 C 0.559 2.694 -1.009  C2 1.537, C4 1.534, C6 1.523, H32 1.095
4 C 1.334 2.667 0.314  C3 1.534, C5 1.525, H33 1.091, H34 1.094
5 C 0.455 3.073 1.492  C4 1.525, H35 1.087, H36 1.088, H37 1.088
6 C -0.686 1.820 -0.950  C3 1.523, O7 1.208, N8 1.369
7 O -1.806 2.242 -1.113  C6 1.208
8 N -0.415 0.500 -0.712  C6 1.369, C9 1.385, H38 1.011
9 C -1.343 -0.528 -0.671  N8 1.385, C10 1.381, N13 1.369
10 C -2.545 -0.724 -1.322  C9 1.381, C11 1.416, C26 1.471
11 C -2.944 -2.027 -0.937  C10 1.416, N12 1.316, C22 1.470
12 N -2.060 -2.587 -0.139  C11 1.316, N13 1.343
13 N -1.089 -1.674 0.034  C9 1.369, N12 1.343, C14 1.404
14 C 0.019 -1.970 0.843  N13 1.404, C15 1.389, C21 1.394
15 C 0.570 -1.019 1.692  C14 1.389, C16 1.385, H39 1.079
16 C 1.667 -1.331 2.477  C15 1.385, C17 1.392, H40 1.078
17 C 2.215 -2.609 2.437  C16 1.392, O18 1.356, C20 1.399
18 O 3.287 -3.020 3.158  C17 1.356, C19 1.408
19 C 3.899 -2.113 4.044  O18 1.408, H41 1.089, H42 1.094, H43 1.095
20 C 1.634 -3.572 1.605  C17 1.399, C21 1.375, H44 1.078
21 C 0.551 -3.258 0.817  C14 1.394, C20 1.375, H45 1.078
22 C -4.238 -2.521 -1.429  C11 1.470, S23 1.852, H46 1.085, H47 1.087
23 S -4.999 -0.945 -2.036  C22 1.852, O24 1.438, O25 1.434, C26 1.844
24 O -5.597 -1.154 -3.327  S23 1.438
25 O -5.834 -0.400 -1.005  S23 1.434
26 C -3.448 0.041 -2.195  C10 1.471, S23 1.844, H48 1.086, H49 1.088
27 H 3.175 3.478 -1.796  C1 1.087
28 H 2.991 3.017 -3.485  C1 1.087
29 H 1.967 4.279 -2.804  C1 1.087
30 H 1.929 1.332 -1.998  C2 1.093
31 H 0.758 2.108 -3.068  C2 1.093
32 H 0.197 3.713 -1.178  C3 1.095
33 H 2.172 3.362 0.244  C4 1.091
34 H 1.753 1.672 0.490  C4 1.094
35 H 0.080 4.083 1.353  C5 1.087
36 H 1.021 3.041 2.420  C5 1.088
37 H -0.404 2.412 1.587  C5 1.088
38 H 0.536 0.233 -0.500  N8 1.011
39 H 0.127 -0.038 1.774  C15 1.079
40 H 2.072 -0.571 3.126  C16 1.078
41 H 4.714 -2.662 4.511  C19 1.089
42 H 3.202 -1.775 4.817  C19 1.094
43 H 4.305 -1.245 3.514  C19 1.095
44 H 2.058 -4.563 1.598  C20 1.078
45 H 0.091 -3.998 0.182  C21 1.078
46 H -4.862 -2.958 -0.656  C22 1.085
47 H -4.157 -3.187 -2.284  C22 1.087
48 H -3.607 1.064 -1.864  C26 1.086
49 H -3.174 0.015 -3.247  C26 1.088

# 2
C18H23N3O4S in the gas phase. Source: the OMol25 dataset; level of theory: the ωB97M-V functional and the def2-TZVPD basis.

Computed properties:
relative energy (zero: lowest compared OMol25 entry of this formula, charge and spin) = 199.66 kJ/mol
structure (SMILES) = COc1ccc(CCN[C@H](C)C(=O)Nc2ccc(S(N)(=O)=O)cc2)cc1
orbital gap = 0.33275 Ha

Last columns: bonded neighbours and bond lengths (Å).
Cartesian coordinates (Å):
1 C 0.727 3.723 -1.417  O2 1.412, H27 1.089, H28 1.095, H29 1.092
2 O -0.453 2.991 -1.166  C1 1.412, C3 1.367
3 C -0.469 1.651 -1.438  O2 1.367, C4 1.388, C26 1.395
4 C 0.554 0.949 -2.059  C3 1.388, C5 1.386, H30 1.078
5 C 0.438 -0.419 -2.252  C4 1.386, C6 1.385, H31 1.080
6 C -0.687 -1.113 -1.841  C5 1.385, C7 1.506, C25 1.393
7 C -0.821 -2.604 -1.997  C6 1.506, C8 1.546, H32 1.093, H33 1.090
8 C -0.987 -3.313 -0.633  C7 1.546, N9 1.463, H34 1.092, H35 1.096
9 N 0.195 -3.885 0.011  C8 1.463, C10 1.455, H36 1.014
10 C 1.514 -3.311 -0.210  N9 1.455, C11 1.533, C12 1.526, H37 1.104
11 C 2.535 -4.127 0.592  C10 1.533, H38 1.087, H39 1.088, H40 1.086
12 C 1.639 -1.858 0.239  C10 1.526, O13 1.210, N14 1.361
13 O 2.494 -1.134 -0.217  C12 1.210
14 N 0.745 -1.508 1.204  C12 1.361, C15 1.392, H41 1.012
15 C 0.392 -0.211 1.566  N14 1.392, C16 1.394, C24 1.397
16 C 1.257 0.865 1.371  C15 1.394, C17 1.382, H42 1.077
17 C 0.814 2.149 1.624  C16 1.382, C18 1.379, H43 1.078
18 C -0.473 2.356 2.073  C17 1.379, S19 1.776, C23 1.381
19 S -1.108 4.011 2.171  C18 1.776, N20 1.680, O21 1.440, O22 1.432
20 N -2.323 3.893 1.017  S19 1.680, H44 1.012, H45 1.008
21 O -0.093 4.937 1.740  S19 1.440
22 O -1.755 4.257 3.425  S19 1.432
23 C -1.319 1.296 2.336  C18 1.381, C24 1.381, H46 1.078
24 C -0.883 0.009 2.093  C15 1.397, C23 1.381, H47 1.081
25 C -1.725 -0.388 -1.259  C6 1.393, C26 1.377, H48 1.081
26 C -1.624 0.970 -1.055  C3 1.395, C25 1.377, H49 1.078
27 H 0.603 4.672 -0.896  C1 1.089
28 H 0.860 3.899 -2.489  C1 1.095
29 H 1.606 3.211 -1.019  C1 1.092
30 H 1.451 1.445 -2.392  C4 1.078
31 H 1.253 -0.944 -2.728  C5 1.080
32 H -1.715 -2.811 -2.591  C7 1.093
33 H 0.032 -3.011 -2.539  C7 1.090
34 H -1.698 -4.135 -0.739  C8 1.092
35 H -1.440 -2.591 0.057  C8 1.096
36 H 0.259 -4.871 -0.219  N9 1.014
37 H 1.825 -3.323 -1.269  C10 1.104
38 H 2.252 -4.146 1.642  C11 1.087
39 H 2.579 -5.150 0.224  C11 1.088
40 H 3.519 -3.678 0.497  C11 1.086
41 H 0.109 -2.247 1.478  N14 1.012
42 H 2.247 0.686 0.989  C16 1.077
43 H 1.447 3.008 1.468  C17 1.078
44 H -1.909 3.832 0.095  N20 1.012
45 H -2.962 4.671 1.079  N20 1.008
46 H -2.310 1.499 2.709  C23 1.078
47 H -1.537 -0.831 2.279  C24 1.081
48 H -2.633 -0.897 -0.965  C25 1.081
49 H -2.424 1.524 -0.591  C26 1.078

# 3
2 unconnected molecules or ions with the total composition C18H23N4O7. Source: the OMol25 dataset; level of theory: the ωB97M-V functional and the def2-TZVPD basis.

Computed properties:
net charge = +1
orbital gap = 0.31474 Ha

Last columns: bonded neighbours and bond lengths (Å).
Cartesian coordinates (Å):
1 O 2.317 3.548 6.727  C8 1.220
2 O -0.995 1.369 1.839  C9 1.227
3 O -0.453 -2.997 -4.167  C10 1.225
4 O 3.456 -2.214 -5.403  C11 1.224
5 O 1.117 2.975 8.551  C8 1.351, H30 0.970
6 O 1.190 1.678 2.350  C9 1.355, H31 0.962
7 O -3.316 1.434 6.361  C18 1.376, C25 1.436
8 C 1.306 3.074 7.217  O1 1.220, O5 1.351, C19 1.477
9 C -0.128 1.640 2.664  O2 1.227, O6 1.355, C20 1.476
10 C -0.771 -1.968 -4.751  O3 1.225, N23 1.338, C26 1.511
11 C 2.311 -1.879 -5.679  O4 1.224, N22 1.340, C29 1.547
12 C 0.840 0.367 -1.516  C13 1.369, N21 1.389, H32 1.085
13 C 0.934 -0.836 -2.163  C12 1.369, N24 1.381, C28 1.512
14 C -0.798 -0.954 -0.794  N21 1.349, N24 1.347, H33 1.088
15 C -1.034 2.254 6.810  C18 1.408, C19 1.406, H34 1.085
16 C -1.758 1.616 4.596  C18 1.400, C20 1.407, H35 1.086
17 C 0.498 2.391 4.952  C19 1.403, C20 1.406, H36 1.089
18 C -2.045 1.774 5.957  O7 1.376, C15 1.408, C16 1.400
19 C 0.244 2.573 6.320  C8 1.477, C15 1.406, C17 1.403
20 C -0.481 1.895 4.074  C9 1.476, C16 1.407, C17 1.406
21 N -0.254 0.274 -0.665  C12 1.389, C14 1.349, H37 1.026
22 N 1.706 -2.277 -6.806  C11 1.340, C27 1.464, H38 1.005
23 N 0.065 -0.937 -4.917  C10 1.338, C29 1.483, H39 1.010
24 N -0.089 -1.644 -1.707  C13 1.381, C14 1.347, H40 1.023
25 C -3.574 1.304 7.768  O7 1.436, H41 1.095, H42 1.094, H43 1.095
26 C -2.181 -1.800 -5.267  C10 1.511, H44 1.090, H45 1.091, H46 1.089
27 C 2.330 -3.136 -7.813  N22 1.464, H47 1.093, H48 1.091, H49 1.092
28 C 1.929 -1.243 -3.225  C13 1.512, C29 1.551, H50 1.092, H51 1.093
29 C 1.532 -0.969 -4.700  C11 1.547, N23 1.483, C28 1.551, H52 1.090
30 H 1.921 3.350 8.943  O5 0.970
31 H 1.284 1.460 1.417  O6 0.962
32 H 1.490 1.223 -1.663  C12 1.085
33 H -1.674 -1.318 -0.261  C14 1.088
34 H -1.228 2.396 7.869  C15 1.085
35 H -2.546 1.241 3.949  C16 1.086
36 H 1.492 2.630 4.577  C17 1.089
37 H -0.607 0.991 -0.021  N21 1.026
38 H 0.757 -1.985 -6.962  N22 1.005
39 H -0.319 -0.111 -5.351  N23 1.010
40 H -0.299 -2.567 -2.095  N24 1.023
41 H -2.869 0.608 8.234  C25 1.095
42 H -4.586 0.916 7.920  C25 1.094
43 H -3.505 2.275 8.268  C25 1.095
44 H -2.161 -1.585 -6.335  C26 1.090
45 H -2.733 -2.726 -5.102  C26 1.091
46 H -2.675 -0.987 -4.737  C26 1.089
47 H 3.270 -2.693 -8.151  C27 1.093
48 H 1.667 -3.263 -8.670  C27 1.091
49 H 2.548 -4.116 -7.382  C27 1.092
50 H 2.891 -0.767 -3.024  C28 1.092
51 H 2.091 -2.318 -3.114  C28 1.093
52 H 1.891 0.035 -4.925  C29 1.090

no.,HOMO level (eV)
1,-8.6
2,-8.4
3,-11.1